Entry 1:
The following is a quantum chemistry calculation of 2 unconnected molecules or ions with the total composition C39H43N4O3 in a non-equilibrium geometry, from the OMol25 dataset.

The geometry in ORCA input format:
```
! RIJCOSX wB97M-V def2-TZVPD def2/J DEFGRID3
* xyz 1 1
C -4.734 3.183 3.389
C -4.015 3.271 4.588
C -2.746 2.693 4.690
C -2.191 2.008 3.600
C -0.783 1.399 3.731
C 0.323 2.416 3.463
C 1.488 2.388 4.242
C 2.526 3.283 3.976
C 2.392 4.227 2.952
C 1.222 4.265 2.189
C 0.187 3.360 2.443
C -0.613 0.168 2.822
C -1.565 -0.981 3.188
C -0.747 -2.270 3.022
C 0.724 -1.833 3.032
N 0.714 -0.413 2.696
C -2.911 1.923 2.404
C -4.177 2.514 2.298
H -5.724 3.633 3.305
H -4.440 3.791 5.446
H -2.173 2.767 5.619
H -0.680 1.047 4.772
H 1.567 1.666 5.063
H 3.434 3.238 4.580
H 3.199 4.932 2.750
H 1.099 5.001 1.393
H -0.735 3.386 1.855
H -0.816 0.489 1.790
H -1.903 -0.870 4.228
H -2.446 -0.945 2.540
H -0.959 -2.988 3.820
H -0.979 -2.732 2.056
H 1.166 -1.991 4.032
H 1.340 -2.397 2.318
H 1.474 0.113 3.109
H -2.492 1.404 1.536
H -4.712 2.438 1.351
C 0.232 -3.270 -5.574
N 0.087 -2.156 -4.665
C -0.830 -1.168 -4.886
O -1.572 -1.086 -5.862
C -0.736 -0.193 -3.707
C -2.044 -0.071 -2.924
C -3.186 0.468 -3.759
C -4.336 -0.306 -3.940
C -5.347 0.139 -4.794
C -5.228 1.382 -5.430
C -4.101 2.181 -5.199
C -3.081 1.727 -4.357
N 0.355 -0.759 -2.908
C 0.717 -0.198 -1.733
C 1.701 -0.702 -0.887
C 2.074 -0.195 0.359
C 3.297 -0.623 1.006
C 3.955 -1.825 0.633
C 5.097 -2.270 1.322
N 5.686 -3.515 0.951
O 6.659 -3.935 1.620
O 5.213 -4.148 -0.024
C 5.629 -1.537 2.394
C 5.037 -0.316 2.726
C 3.921 0.156 2.029
C 0.901 -2.012 -3.464
C 0.674 -3.216 -2.542
C 2.382 -1.907 -3.857
H -0.510 -3.179 -6.372
H 1.237 -3.284 -6.016
H 0.079 -4.220 -5.047
H -0.453 0.799 -4.109
H -2.308 -1.067 -2.531
H -1.860 0.593 -2.065
H -4.403 -1.273 -3.434
H -6.220 -0.492 -4.965
H -6.013 1.726 -6.104
H -4.005 3.156 -5.679
H -2.187 2.330 -4.175
H 0.209 0.738 -1.477
H 2.268 -1.558 -1.252
H 1.551 0.675 0.753
H 3.594 -2.450 -0.184
H 6.485 -1.943 2.927
H 5.463 0.273 3.540
H 3.525 1.156 2.229
H -0.401 -3.335 -2.345
H 1.057 -4.118 -3.034
H 1.194 -3.092 -1.589
H 2.503 -1.146 -4.639
H 3.007 -1.637 -3.003
H 2.719 -2.877 -4.244
*
```

Calculated values
DFT total energy: -1956.35026 hartree
Kohn-Sham gap: 6.36 eV

Entry 2:
The following is a quantum chemistry calculation of a molecular structure, C39H43N5PRuS2 in a non-equilibrium geometry, from the OMol25 dataset.

The geometry in ORCA input format:
```
! RIJCOSX wB97M-V def2-TZVPD def2/J DEFGRID3
* xyz 0 2
Ru -0.389 -0.548 -0.878
C 2.593 -1.454 -2.641
C 3.485 -1.924 -1.537
C 4.786 -2.339 -1.816
C 5.648 -2.747 -0.815
C 5.238 -2.709 0.508
C 3.944 -2.334 0.800
C 3.054 -1.963 -0.209
P 1.317 -1.655 0.311
C 1.769 -0.809 1.891
C 2.497 0.352 1.622
C 2.969 1.164 2.632
C 2.674 0.846 3.947
C 1.965 -0.306 4.221
C 1.527 -1.166 3.218
C 0.875 -2.454 3.604
C 0.776 -3.386 0.549
C 1.586 -4.457 0.209
C 1.080 -5.744 0.098
C -0.284 -5.972 0.261
C -1.115 -4.934 0.591
C -0.622 -3.616 0.780
C -1.443 -2.575 1.158
H 3.178 -1.122 -3.494
H 1.949 -0.626 -2.301
H 1.929 -2.258 -2.964
H 5.124 -2.345 -2.843
H 6.645 -3.082 -1.060
H 5.915 -2.969 1.308
H 3.612 -2.334 1.829
H 2.728 0.584 0.585
H 3.578 2.027 2.405
H 3.024 1.478 4.751
H 1.770 -0.573 5.249
H 1.109 -2.698 4.638
H 1.224 -3.260 2.964
H -0.207 -2.390 3.505
H 2.632 -4.297 0.005
H 1.743 -6.560 -0.152
H -0.689 -6.962 0.109
H -2.174 -5.106 0.725
H -1.007 -1.650 1.502
H -2.506 -2.715 1.266
N -4.103 0.709 1.268
C -4.073 0.503 2.634
C -5.251 0.395 3.370
C -5.212 0.220 4.742
C -3.998 0.122 5.409
C -2.817 0.224 4.694
C -2.856 0.429 3.327
S -1.370 0.748 2.440
N -1.781 0.408 0.856
C -3.028 0.504 0.405
C -3.236 0.351 -0.990
C -4.516 0.299 -1.600
C -4.638 0.171 -2.953
C -3.474 0.112 -3.741
C -2.257 0.122 -3.096
N -2.108 0.218 -1.778
H -5.027 0.714 0.863
H -6.203 0.467 2.860
H -6.136 0.166 5.298
H -3.968 -0.022 6.479
H -1.856 0.176 5.188
H -5.405 0.349 -0.989
H -5.612 0.113 -3.412
H -3.530 0.047 -4.814
H -1.338 0.026 -3.672
C -0.425 6.111 -0.394
C 0.754 5.269 -0.885
N 0.800 3.942 -0.305
C 1.327 3.851 1.050
C 0.263 3.805 2.147
C 0.451 2.811 -0.976
C 0.070 2.914 -2.427
N 0.444 1.638 -0.460
H -0.462 7.035 -0.965
H -0.327 6.364 0.658
H -1.357 5.570 -0.537
H 1.692 5.782 -0.646
H 0.688 5.188 -1.969
H 1.976 4.714 1.222
H 1.950 2.955 1.110
H -0.227 4.768 2.260
H 0.729 3.543 3.096
H -0.492 3.057 1.926
H -0.865 3.463 -2.536
H -0.074 1.901 -2.806
H 0.847 3.400 -3.017
H 0.639 1.607 0.540
S -0.603 -2.377 -2.135
*
```

Calculated values
DFT total energy: -3018.26375 hartree
Kohn-Sham gap (alpha / beta): 4.86 / 4.81 eV
ΔE to the lowest compared entry with this formula, charge and spin: 9.03 kcal/mol

Entry 3:
The following is a quantum chemistry calculation of a molecular structure, C39H44ClN3O4PtSTe in a non-equilibrium geometry, from the OMol25 dataset.

The geometry in ORCA input format:
```
! RIJCOSX wB97M-V def2-TZVPD def2/J DEFGRID3
* xyz 1 2
Pt 1.105 -1.868 -1.513
C 6.064 -0.483 1.484
C 6.067 -1.951 1.067
N 5.376 -2.149 -0.198
C 6.186 -2.136 -1.396
C 6.730 -3.526 -1.719
C 4.073 -2.412 -0.197
S 3.341 -2.813 -1.746
N 3.476 -2.387 0.974
C 2.211 -2.680 1.237
O 1.328 -3.011 0.406
C 1.859 -2.597 2.671
C 2.734 -2.004 3.580
C 2.387 -1.929 4.914
C 1.163 -2.418 5.347
C 0.292 -3.012 4.444
C 0.640 -3.113 3.109
H 6.586 -0.375 2.431
H 5.043 -0.125 1.602
H 6.574 0.131 0.744
H 5.560 -2.553 1.822
H 7.091 -2.309 0.947
H 7.004 -1.431 -1.226
H 5.580 -1.781 -2.234
H 7.277 -3.926 -0.868
H 7.401 -3.479 -2.571
H 5.911 -4.202 -1.957
H 3.679 -1.621 3.229
H 3.073 -1.489 5.621
H 0.893 -2.342 6.390
H -0.654 -3.411 4.779
H -0.013 -3.590 2.391
C 3.243 0.788 -2.231
C 1.797 1.087 -1.911
O 1.352 2.237 -2.130
N 1.033 0.189 -1.362
Te -0.949 1.309 -1.485
C -2.849 2.546 -1.396
C -3.964 2.085 -0.720
C -4.058 0.700 -0.166
C -5.045 2.953 -0.592
C -5.037 4.210 -1.171
C -6.220 5.120 -1.070
C -3.920 4.601 -1.898
C -2.814 3.772 -2.045
C -1.652 4.214 -2.874
C -0.733 1.327 0.634
C -0.293 2.466 1.304
C 0.060 3.722 0.575
C -0.148 2.404 2.685
C -0.397 1.245 3.404
C -0.272 1.231 4.894
C -0.775 0.108 2.702
C -0.939 0.131 1.327
C -1.304 -1.125 0.608
H 3.721 1.712 -2.546
H 3.286 0.061 -3.040
H 3.745 0.378 -1.358
H -3.612 -0.003 -0.868
H -5.097 0.420 -0.015
H -3.540 0.633 0.791
H -5.917 2.614 -0.052
H -7.035 4.647 -0.529
H -6.571 5.391 -2.064
H -5.943 6.039 -0.557
H -3.917 5.568 -2.379
H -1.890 5.133 -3.404
H -1.398 3.443 -3.603
H -0.771 4.401 -2.258
H 0.179 3.510 -0.491
H 0.999 4.117 0.963
H -0.706 4.488 0.700
H 0.179 3.290 3.206
H -0.219 2.248 5.273
H 0.628 0.703 5.208
H -1.129 0.729 5.338
H -0.929 -0.819 3.230
H -2.052 -1.700 1.149
H -0.419 -1.756 0.483
H -1.685 -0.872 -0.384
Cl -7.248 -1.681 -3.484
C -5.554 -1.945 -3.335
C -4.714 -1.664 -4.406
C -3.347 -1.773 -4.245
C -2.821 -2.199 -3.031
C -3.672 -2.570 -1.994
C -5.039 -2.417 -2.135
C -1.358 -2.064 -2.770
O -0.857 -0.921 -2.940
O -0.687 -3.015 -2.309
H -5.126 -1.327 -5.344
H -2.686 -1.527 -5.062
H -3.254 -2.952 -1.075
H -5.698 -2.643 -1.312
*
```

Calculated values
DFT total energy: -3223.09940 hartree
Kohn-Sham gap (alpha / beta): 4.86 / 5.06 eV